Density functional theory data (ωB97M-V with the def2-TZVPD basis set) for a molecular structure, C8H9AsN4O5S4W.

Results
* E_HOMO: -0.3285 hartree
* LUMO: -2.369 eV
* calculated total energy: -130645.8384 eV
* ΔE to the lowest compared entry with this formula, charge and spin: 17.7 kcal per mole
* net charge: 0

Last column: natural (NBO) charge in e.
CARTESIAN COORDINATES (ANGSTROEM)
H 0.7500 -0.5084 1.8073  0.512
N -0.4997 1.1792 4.6218  -0.618
H -1.5792 -1.6457 -2.2850  0.243
C -0.7320 1.2400 3.3962  0.707
C 0.4070 0.3740 5.1528  0.421
C 1.2890 -1.8369 -0.5161  -0.237
C -0.9951 -1.9831 -1.4274  -0.328
O 0.6215 1.2176 -1.2271  -0.760
O 0.3254 1.5953 -3.4237  -0.539
C 0.7261 -0.6724 -2.6271  -0.326
C 0.5146 0.8421 -2.5180  0.801
S -3.0226 1.8250 0.3333  0.024
N -1.0057 1.3710 2.2591  -0.674
W -0.7034 1.2397 0.2174  1.131
H 2.4719 -0.0129 -0.3915  0.211
H 2.0614 -2.4268 -1.0296  0.201
S 0.8429 3.1996 0.9480  -0.255
As -0.7483 3.7212 -0.2647  0.918
C -1.8174 -1.6346 -0.1845  0.797
N 1.1931 -0.3323 5.6177  -0.414
H -0.9568 -3.0772 -1.4690  0.221
H 2.7477 -1.1544 0.9273  0.206
S -1.5641 5.4122 -0.9006  -0.318
O -2.7434 -2.2960 0.1801  -0.540
O 1.0770 0.0376 1.0806  -0.700
H 1.7999 -0.8218 -2.7824  0.226
O -1.3666 -0.5783 0.5123  -0.750
H 0.2181 -1.0238 -3.5258  0.234
N 0.2853 -1.3396 -1.4335  -0.454
H 0.7990 -2.5108 0.1912  0.214
C 1.9904 -0.7312 0.2658  -0.073
S -2.3862 1.3316 -1.5050  -0.084